## a
{"formula": "C2H4N6", "method": "ωB97M-V/def2-TZVPD", "symbols": ["C", "C", "H", "H", "H", "H", "N", "N", "N", "N", "N", "N"], "xyz": [[-0.839, -0.191, -0.604], [0.355, 0.221, 0.171], [-1.889, 0.814, 0.817], [-2.817, -0.332, -0.382], [0.132, -1.073, -1.903], [2.320, -0.735, -0.558], [-1.936, 0.038, 0.075], [-0.840, -0.813, -1.732], [0.199, 0.895, 1.211], [1.366, 0.896, 1.857], [2.263, 0.392, 1.092], [1.687, -0.112, -0.045]], "orbital_gap_ev": 10.071, "charge": 0, "smiles": "[H]/N=C(/N)c1nnn[nH]1", "spin_multiplicity": 1}

***

## b
{"formula": "C2H4N6", "method": "ωB97M-V/def2-TZVPD", "symbols": ["C", "C", "H", "H", "H", "H", "N", "N", "N", "N", "N", "N"], "xyz": [[-1.055, -0.306, -0.132], [0.501, -0.388, -0.243], [-1.087, 1.961, 0.305], [-2.535, 0.498, 0.399], [-1.095, -2.325, -0.052], [0.930, 1.751, 0.059], [-1.580, 0.958, -0.192], [-1.718, -1.350, 0.037], [1.396, -1.297, -0.048], [2.526, -0.830, -0.075], [2.544, 0.519, 0.016], [1.174, 0.810, -0.074]], "orbital_gap_ev": 10.101, "charge": 0, "smiles": "[H]/N=C(/N)c1nnn[nH]1", "spin_multiplicity": 1}

***

## c
{"formula": "C2H4N6", "method": "ωB97M-V/def2-TZVPD", "symbols": ["C", "C", "H", "H", "H", "H", "N", "N", "N", "N", "N", "N"], "xyz": [[-0.652, 0.252, -0.354], [0.712, -0.064, 0.343], [-2.091, -0.037, -1.333], [-0.812, -1.469, -2.137], [2.102, -1.284, 1.104], [1.092, -1.832, -0.110], [-1.135, -0.485, -1.291], [-1.550, 1.005, 0.320], [-0.859, 2.025, 1.029], [0.354, 1.971, 1.313], [1.164, 0.860, 1.174], [1.677, -0.943, -0.057]], "orbital_gap_ev": 8.509, "charge": 0, "spin_multiplicity": 1}

***

Bottom line: a, by a margin of 0.0904 hartree.

***

## a
{"formula": "H27O14", "method": "ωB97M-V/def2-TZVPD", "symbols": ["O", "H", "O", "H", "H", "O", "H", "H", "O", "H", "H", "O", "H", "H", "O", "H", "H", "O", "H", "H", "O", "H", "H", "O", "H", "H", "O", "H", "H", "O", "H", "H", "O", "H", "H", "O", "H", "H", "O", "H", "H"], "xyz": [[0.099, 2.420, 2.116], [3.662, -0.939, -1.018], [4.399, 1.514, -1.346], [0.983, -2.152, 0.588], [1.366, -0.648, -1.788], [-1.847, -1.032, 3.830], [0.376, -1.601, -2.568], [-1.560, 3.124, 0.209], [-2.006, 3.699, -0.395], [2.166, -0.559, -0.475], [-1.393, 4.377, -0.367], [3.132, -0.252, -0.997], [-0.746, 2.224, 2.010], [3.847, 0.812, -1.952], [1.563, -2.792, 0.945], [-1.980, -2.678, 0.136], [3.119, 0.557, -4.383], [-2.380, -2.361, -0.750], [0.384, 0.230, 0.328], [1.925, -2.372, 1.741], [0.907, -0.823, -2.649], [-2.747, -0.616, 3.714], [-0.936, 0.587, -2.812], [-1.899, 0.156, 0.035], [-0.929, 0.090, 0.025], [-2.010, -1.458, 2.958], [-0.851, -3.410, 2.220], [-0.858, -2.484, 2.462], [-0.274, -3.654, 1.629], [2.502, 1.380, -4.562], [-2.206, -1.499, -0.944], [0.302, 3.019, 2.807], [0.638, -0.593, -0.015], [-2.403, 1.069, 3.696], [2.956, 1.997, -3.823], [-1.597, 0.170, -2.418], [-2.260, 0.932, -0.274], [-1.291, -0.773, -2.331], [-2.514, 1.342, 2.741], [3.729, 1.458, -0.653], [-3.371, 1.538, 2.330]], "orbital_gap_ev": 8.403, "charge": -1, "spin_multiplicity": 1}

***

## b
{"formula": "H27O14", "method": "ωB97M-V/def2-TZVPD", "symbols": ["O", "H", "O", "H", "H", "O", "H", "H", "O", "H", "H", "O", "H", "H", "O", "H", "H", "O", "H", "H", "O", "H", "H", "O", "H", "H", "O", "H", "H", "O", "H", "H", "O", "H", "H", "O", "H", "H", "O", "H", "H"], "xyz": [[1.057, -0.488, 0.081], [0.675, 1.116, 0.761], [-2.245, -0.419, 3.028], [0.732, -1.049, 0.782], [0.864, 0.594, -1.252], [2.712, -2.741, 2.756], [1.217, 1.877, -2.134], [0.833, -1.464, -1.240], [0.249, -1.977, -1.900], [-0.245, -3.312, 0.392], [0.510, -2.894, -1.784], [-0.034, -3.976, 1.066], [-3.198, -1.758, -1.493], [-2.166, -1.368, 3.139], [-3.262, 0.251, -0.154], [-0.739, 1.771, 0.258], [-1.471, 3.740, 1.501], [-2.588, -2.072, -2.172], [-4.199, 1.338, -1.680], [-3.357, 0.618, 0.735], [0.510, 1.415, -1.673], [1.757, -2.808, 2.884], [2.958, 0.909, -2.241], [-4.559, 1.122, -2.551], [-4.057, 0.308, -2.705], [2.565, -2.532, 1.824], [3.606, -0.340, -0.546], [2.752, -0.589, -0.101], [4.324, -0.776, -0.127], [-1.688, 4.038, 2.396], [-1.726, -1.865, -1.758], [4.286, 1.299, -1.881], [0.056, 1.861, 0.746], [1.832, 2.925, 0.774], [-0.840, 4.476, 2.553], [3.587, 1.605, -2.472], [-0.635, -4.655, 0.814], [-2.621, 0.854, -0.551], [2.742, 2.924, 0.435], [-2.936, -0.077, 3.597], [2.743, 2.123, -0.105]], "orbital_gap_ev": 8.932, "charge": -1, "spin_multiplicity": 1}

***

## c
{"formula": "H27O14", "method": "ωB97M-V/def2-TZVPD", "symbols": ["O", "H", "O", "H", "H", "O", "H", "H", "O", "H", "H", "O", "H", "H", "O", "H", "H", "O", "H", "H", "O", "H", "H", "O", "H", "H", "O", "H", "H", "O", "H", "H", "O", "H", "H", "O", "H", "H", "O", "H", "H"], "xyz": [[0.495, 3.544, -1.242], [1.063, 3.615, -0.413], [4.296, 1.905, -2.177], [-1.034, 1.413, 1.426], [-1.651, 0.088, 4.368], [3.838, -0.228, 2.617], [-1.760, 1.263, 3.361], [-1.161, 2.443, -2.656], [-2.041, 2.764, -2.314], [1.252, -0.440, 1.034], [-2.479, 1.858, -2.398], [1.407, -3.533, 1.474], [-0.356, 4.127, -1.191], [3.968, 0.992, -2.099], [-3.244, 0.067, -1.349], [1.226, -2.718, 1.598], [-2.649, -0.450, -0.789], [1.445, -1.306, 0.539], [0.604, 2.305, -2.816], [2.461, -1.501, 0.492], [-2.148, 0.855, 4.126], [3.038, 0.001, 2.889], [0.686, -3.702, 0.748], [-3.962, -2.737, -0.205], [-4.158, -2.362, -1.126], [3.752, -0.442, 1.757], [-0.938, -4.431, -1.112], [-0.608, -5.131, -0.653], [-0.564, -3.567, -0.603], [-1.740, -1.235, 0.415], [-3.850, 0.283, -0.597], [-0.942, -0.264, 1.305], [-0.674, 0.636, 1.893], [1.302, 0.850, -0.061], [-1.124, -1.239, -0.138], [1.150, 1.518, -2.454], [-3.067, -2.408, 0.136], [0.632, 1.086, -1.670], [2.043, 1.575, 0.081], [3.604, 2.302, -1.434], [1.892, 2.204, -0.764]], "orbital_gap_ev": 8.633, "charge": -1, "spin_multiplicity": 1}

***

Bottom line: b, by a margin of 0.1661 hartree.

***

## a
{"formula": "C6H14NO", "method": "ωB97M-V/def2-TZVPD", "symbols": ["C", "C", "C", "C", "C", "C", "N", "H", "H", "H", "H", "H", "H", "H", "H", "H", "H", "H", "H", "H", "H", "O"], "xyz": [[-1.867, -0.721, 1.825], [-1.078, -0.272, 0.541], [-0.117, -1.191, -0.038], [0.507, -0.894, -1.346], [0.765, -1.770, -2.288], [1.737, 0.727, -0.375], [1.227, 0.360, -1.451], [-1.025, -0.523, 2.599], [-2.764, 0.075, 1.846], [-2.257, -1.769, 1.907], [-1.937, 0.046, -0.104], [-0.514, 0.625, 0.735], [0.489, -1.284, 0.957], [-0.633, -2.144, -0.155], [1.094, -1.473, -3.249], [0.674, -2.895, -2.061], [1.968, 1.857, -0.226], [1.960, -0.002, 0.422], [1.210, 0.827, -2.363], [-0.480, 3.539, 0.515], [0.731, 3.707, 1.526], [0.311, 3.173, 0.784]], "orbital_gap_ev": 9.229, "charge": 1, "spin_multiplicity": 1}

***

## b
{"formula": "C6H14NO", "method": "ωB97M-V/def2-TZVPD", "symbols": ["C", "C", "C", "C", "O", "C", "C", "N", "H", "H", "H", "H", "H", "H", "H", "H", "H", "H", "H", "H", "H", "H"], "xyz": [[3.790, -0.402, -0.908], [3.020, 0.120, 0.405], [1.690, 0.663, 0.007], [-1.939, 0.353, 1.365], [-2.239, 1.511, 2.181], [-0.898, 0.518, 0.417], [0.489, 0.311, 0.680], [-4.581, -1.031, -1.860], [4.917, -0.328, -0.909], [3.571, 0.337, -1.835], [3.647, 0.937, 0.767], [2.889, -0.728, 1.181], [1.621, 1.411, -0.833], [-5.138, -1.331, -2.638], [-2.876, -0.029, 0.859], [-1.467, -0.410, 2.001], [-1.388, 1.983, 2.267], [-1.001, 1.044, -0.560], [0.637, -0.542, 1.436], [3.560, -1.594, -0.924], [-4.720, -1.696, -1.050], [-3.584, -1.099, -2.049]], "orbital_gap_ev": 5.401, "charge": 1, "spin_multiplicity": 1}

***

Bottom line: a, by a margin of 0.0420 hartree.

***

## a
{"formula": "C10H13N", "method": "ωB97M-V/def2-TZVPD", "symbols": ["C", "C", "C", "C", "C", "C", "C", "C", "C", "C", "H", "H", "H", "H", "H", "H", "H", "H", "H", "H", "H", "H", "H", "N"], "xyz": [[1.903, 0.382, 0.175], [0.630, 0.582, 0.944], [-0.692, 0.090, 0.419], [-0.776, -0.755, -0.756], [-1.859, -1.156, -1.226], [-3.052, -0.923, -0.503], [-3.058, -0.082, 0.570], [-1.915, 0.418, 1.032], [2.239, 1.173, -1.101], [2.967, 1.261, 0.185], [3.228, -1.156, -0.665], [2.361, -1.473, 1.365], [0.776, 1.724, 1.182], [0.662, 0.019, 2.021], [-0.022, -0.861, -1.191], [-1.921, -1.592, -2.414], [-4.173, -1.341, -1.089], [-4.073, 0.150, 0.956], [-1.822, 0.678, 2.055], [1.466, 1.816, -1.232], [3.094, 0.450, -1.934], [4.122, 1.116, 0.478], [2.739, 2.449, 0.728], [2.177, -1.131, 0.186]], "orbital_gap_ev": 9.204, "charge": 0, "spin_multiplicity": 1}

***

## b
{"formula": "C10H13N", "method": "ωB97M-V/def2-TZVPD", "symbols": ["C", "C", "C", "C", "C", "C", "C", "C", "C", "C", "H", "H", "H", "H", "H", "H", "H", "H", "H", "H", "H", "H", "H", "N"], "xyz": [[3.712, -0.553, 0.014], [2.294, -0.178, -0.071], [1.948, 1.154, 0.003], [0.597, 1.679, -0.155], [-0.512, 0.856, -0.116], [-1.905, 1.350, 0.091], [-2.923, 0.270, -0.363], [-1.325, -1.523, -0.111], [-0.233, -0.458, -0.131], [1.067, -1.030, -0.111], [3.582, -1.738, 0.317], [4.322, -0.526, -1.157], [4.064, 0.005, 0.885], [2.800, 1.935, 0.199], [0.394, 2.793, 0.205], [-2.080, 2.423, -0.178], [-2.130, 1.376, 1.132], [-3.878, 0.672, -0.042], [-2.877, 0.123, -1.442], [-2.571, -0.957, 1.330], [-1.199, -2.408, 0.472], [-1.606, -2.090, -1.016], [1.105, -2.180, -0.024], [-2.647, -0.995, 0.271]], "orbital_gap_ev": 9.536, "charge": 0, "smiles": "Cc1ccc2c(c1)CNCC2", "spin_multiplicity": 1}

***

Bottom line: b, by a margin of 0.2568 hartree.